No. 1
{
  "formula": "C28H34BiN3O5S6Sb",
  "method": "the ωB97M-V functional and the def2-TZVPD basis",
  "gap_ev": 6.46,
  "total_energy_ev": -121679.194,
  "charge": 1,
  "elements": ["C", "Bi", "H", "S", "C", "O", "C", "Sb", "C", "H", "H", "C", "S", "C", "C", "C", "N", "N", "C", "C", "H", "C", "O", "H", "H", "C", "H", "O", "C", "C", "H", "C", "S", "H", "H", "O", "C", "C", "S", "H", "H", "H", "C", "C", "H", "H", "N", "C", "H", "H", "S", "S", "H", "H", "H", "H", "H", "H", "H", "C", "H", "H", "C", "C", "C", "H", "H", "C", "C", "C", "H", "H", "H", "C", "H", "O", "H", "H"],
  "positions_angstrom": [[-0.417, -3.655, 1.338], [-0.615, 0.270, -0.504], [-0.393, -0.173, 3.629], [1.031, -0.848, -6.077], [2.663, 2.626, -4.127], [1.141, -3.207, -3.287], [4.528, -1.329, -1.903], [-1.114, 1.717, 1.892], [-4.242, 1.732, 1.881], [0.548, -3.554, 1.811], [-3.092, 3.317, 2.795], [-1.641, 1.186, -3.491], [-2.842, -0.953, -0.141], [0.167, 3.368, 2.495], [0.413, 3.935, -3.160], [0.941, -2.463, -2.215], [-1.020, -2.493, 1.026], [2.077, -1.069, -0.635], [-2.297, 1.359, -4.656], [-1.014, -4.860, 1.073], [-4.279, 1.128, 2.788], [1.872, 3.369, -4.991], [-0.434, -1.354, 1.343], [-2.220, 1.905, 4.996], [5.484, -1.427, -2.398], [-3.644, 3.768, -4.232], [-2.710, 4.187, -4.598], [-0.131, -2.348, -1.665], [-2.266, -4.879, 0.461], [-2.856, -3.684, 0.109], [2.127, 3.430, -6.041], [2.951, 0.286, 1.134], [-0.109, 0.319, -3.629], [2.942, 1.947, -2.107], [0.585, 3.785, 1.580], [3.880, 0.202, 2.077], [3.402, -1.940, -2.424], [-1.322, 1.288, 4.946], [-2.170, 1.773, -1.930], [-1.333, 0.611, 5.802], [0.311, -3.588, -3.606], [-3.659, 3.740, -3.148], [2.198, -1.794, -1.741], [-0.527, 4.459, 3.300], [-0.450, 1.935, 5.048], [0.177, 5.273, 3.481], [0.808, 2.984, -0.950], [-2.207, -2.478, 0.367], [-0.469, 4.436, -2.781], [0.144, 4.620, -5.170], [-3.867, 2.098, -4.915], [-1.543, 0.696, -6.099], [-3.822, -3.642, -0.371], [-4.485, 4.346, -4.610], [0.218, 3.734, -0.618], [-5.173, 2.298, 1.816], [1.601, 2.836, -0.340], [3.540, 2.115, -4.503], [-3.076, 3.341, 1.019], [-1.262, 0.481, 3.656], [-0.510, -5.772, 1.356], [-2.757, -5.818, 0.247], [1.194, 3.173, -2.296], [4.420, -0.615, -0.720], [0.753, 4.027, -4.500], [-4.206, 1.066, 1.026], [0.978, 2.903, 3.053], [2.328, 2.530, -2.787], [-3.062, 2.696, 1.900], [-0.156, 0.002, -5.343], [-1.383, 4.872, 2.766], [3.439, -2.518, -3.336], [5.289, -0.135, -0.286], [3.167, -0.504, -0.124], [-0.867, 4.093, 4.268], [1.987, 0.989, 1.287], [-2.153, -0.132, 3.519], [4.593, -0.414, 1.867]]
}



No. 2
{
  "formula": "C7H12O",
  "method": "the ωB97M-V functional and the def2-TZVPD basis",
  "gap_ev": 10.04,
  "total_energy_ev": -9499.176,
  "charge": 0,
  "smiles": "C=CC(=C)CCCO",
  "elements": ["C", "C", "H", "H", "O", "C", "C", "H", "H", "H", "H", "H", "H", "H", "C", "C", "H", "H", "H", "C"],
  "positions_angstrom": [[-0.294, -0.493, -1.091], [-1.369, 0.448, 1.781], [-0.609, 1.615, -0.681], [-1.134, -0.491, -1.781], [2.560, 1.643, -1.006], [-0.543, -0.542, 1.470], [1.482, 1.146, -0.202], [-1.194, -3.080, 1.012], [1.342, 1.809, 0.657], [2.498, 2.607, -1.142], [-2.168, 0.778, 1.125], [0.109, -0.932, 2.252], [-1.296, 0.973, 2.733], [0.419, 1.259, -2.017], [-0.894, -2.565, 0.098], [-0.608, -1.269, 0.173], [0.435, -1.021, -1.724], [1.897, 0.225, 0.189], [-0.829, -3.070, -0.847], [0.197, 0.960, -0.999]]
}



No. 3
{
  "formula": "C4H12",
  "method": "the ωB97M-V functional and the def2-TZVPD basis",
  "gap_ev": 12.39,
  "total_energy_ev": -4340.784,
  "charge": 0,
  "smiles": "CC.CC",
  "elements": ["H", "H", "H", "C", "H", "C", "H", "H", "H", "C", "H", "C", "H", "H", "H", "H"],
  "positions_angstrom": [[0.401, 2.514, 0.028], [0.775, 1.804, -3.137], [-1.255, -1.541, 2.787], [-1.067, -1.547, 1.653], [0.055, -3.362, 2.183], [0.302, 2.666, -1.042], [-0.829, 2.784, -1.241], [1.556, 1.167, -1.844], [0.753, 3.572, -1.196], [0.699, 1.472, -2.077], [-1.981, -1.877, 1.083], [0.127, -2.597, 1.412], [0.359, -3.082, 0.513], [1.076, -1.955, 1.553], [-0.006, 0.529, -2.061], [-0.965, -0.546, 1.385]]
}



These records have LUMO level values of -3.14; 0.89; 1.02 eV, in the order they appear.
These records have energy relative to the best compared isomer or geometry (same formula, charge and spin) values of 0.682; 1.643; 1.745 eV, in the order they appear.